Run w
Formula: C6H15NO
Source: OMol25
Level of theory: ωB97M-V with the def2-TZVPD basis set

Atoms and positions in Å:
1 C 4.055 0.664 -0.386
2 C 3.990 -0.520 0.616
3 N -2.151 0.300 -0.145
4 C -3.304 -0.474 0.182
5 C -4.468 0.456 0.551
6 C -0.987 -0.347 0.016
7 C 0.113 0.211 -0.925
8 O 1.257 -0.295 -0.608
9 H 4.798 0.572 -1.166
10 H 4.170 1.623 0.127
11 H 3.080 0.649 -0.873
12 H 4.635 -0.283 1.453
13 H 2.950 -0.647 0.860
14 H -3.572 -1.094 -0.690
15 H -3.111 -1.206 0.976
16 H -4.202 1.061 1.410
17 H -4.597 1.119 -0.297
18 H -5.402 -0.060 0.730
19 H -1.136 -1.433 -0.168
20 H -0.555 -0.300 1.027
21 H -0.128 0.077 -2.001
22 H 0.144 1.329 -0.836
23 H 4.419 -1.402 0.148

The total charge is 0. For the lowest unoccupied orbital energy, the calculation gives -3.105 eV.

Just the Löwdin charges please, in e? Sure, here they are: atom 1 (C): -0.16, atom 2 (C): -0.16, atom 3 (N): 0.11, atom 4 (C): -0.28, atom 5 (C): -0.08, atom 6 (C): -0.24, atom 7 (C): -0.40, atom 8 (O): -0.10, atom 9 (H): 0.05, atom 10 (H): 0.06, atom 11 (H): 0.02, atom 12 (H): 0.05, atom 13 (H): 0.03, atom 14 (H): 0.14, atom 15 (H): 0.12, atom 16 (H): 0.07, atom 17 (H): 0.07, atom 18 (H): 0.07, atom 19 (H): 0.14, atom 20 (H): 0.17, atom 21 (H): 0.12, atom 22 (H): 0.14, atom 23 (H): 0.06

***

Run x
Formula: C6H15NO
Source: OMol25
Level of theory: ωB97M-V with the def2-TZVPD basis set

Atoms and positions in Å:
1 C -2.178 1.393 -1.391
2 C -1.872 1.632 0.104
3 C -0.780 0.669 0.491
4 C -1.129 -0.567 0.902
5 N -0.321 -1.436 1.593
6 C 1.100 -1.156 1.821
7 C 1.925 -1.254 0.492
8 H -2.905 2.028 -1.903
9 H -2.651 0.406 -1.515
10 H -1.296 1.301 -2.033
11 H -1.588 2.684 0.194
12 H -2.812 1.502 0.632
13 H 0.252 0.975 0.437
14 H -2.174 -0.838 1.064
15 H -0.405 -2.434 1.600
16 H 1.570 -1.799 2.556
17 H 1.146 -0.103 2.102
18 H 1.441 -1.950 -0.192
19 H 2.017 -0.248 0.097
20 H 2.920 -1.660 0.644
21 H 1.929 0.275 -2.134
22 H 3.301 0.019 -2.694
23 O 2.510 0.562 -2.864

The total charge is 0. As for the SMILES: CC/C=C/NCC.O. For the lowest unoccupied orbital energy, the calculation gives 0.854 eV.

Just the Löwdin charges please, in e? Sure, here they are: atom 1 (C): -0.13, atom 2 (C): -0.26, atom 3 (C): -0.13, atom 4 (C): -0.17, atom 5 (N): -0.06, atom 6 (C): -0.24, atom 7 (C): -0.09, atom 8 (H): 0.06, atom 9 (H): 0.07, atom 10 (H): 0.07, atom 11 (H): 0.10, atom 12 (H): 0.10, atom 13 (H): 0.08, atom 14 (H): 0.13, atom 15 (H): 0.11, atom 16 (H): 0.10, atom 17 (H): 0.10, atom 18 (H): 0.08, atom 19 (H): 0.04, atom 20 (H): 0.06, atom 21 (H): 0.01, atom 22 (H): 0.04, atom 23 (O): -0.07

***

Run y
Formula: C6H15NO
Source: OMol25
Level of theory: ωB97M-V with the def2-TZVPD basis set

Atoms and positions in Å:
1 C -1.594 0.687 0.445
2 O -2.478 1.696 0.934
3 C -0.130 1.041 0.719
4 C 0.789 -0.098 0.243
5 C 1.125 -0.159 -1.252
6 C 1.662 -1.522 -1.749
7 C 0.678 -2.703 -1.525
8 N -0.008 1.288 2.158
9 H -1.825 0.544 -0.610
10 H -1.848 -0.219 1.013
11 H -2.002 2.323 1.467
12 H 0.104 1.989 0.229
13 H 0.301 -1.038 0.478
14 H 1.718 0.061 0.799
15 H 0.262 0.207 -1.824
16 H 1.873 0.580 -1.563
17 H 1.825 -1.357 -2.816
18 H 2.642 -1.731 -1.319
19 H 0.365 -2.894 -0.507
20 H 1.138 -3.594 -1.952
21 H -0.177 -2.423 -2.138
22 H 0.968 1.366 2.369
23 H -0.470 0.666 2.776

The total charge is 0. As for the SMILES: CCCC[C@H](N)CO. For the lowest unoccupied orbital energy, the calculation gives 1.055 eV.

Just the Löwdin charges please, in e? Sure, here they are: atom 1 (C): -0.22, atom 2 (O): -0.07, atom 3 (C): -0.39, atom 4 (C): -0.17, atom 5 (C): -0.22, atom 6 (C): -0.25, atom 7 (C): -0.10, atom 8 (N): 0.04, atom 9 (H): 0.12, atom 10 (H): 0.12, atom 11 (H): 0.06, atom 12 (H): 0.15, atom 13 (H): 0.09, atom 14 (H): 0.11, atom 15 (H): 0.11, atom 16 (H): 0.11, atom 17 (H): 0.10, atom 18 (H): 0.10, atom 19 (H): 0.06, atom 20 (H): 0.07, atom 21 (H): 0.07, atom 22 (H): 0.06, atom 23 (H): 0.07

***

Most stable one: run y, least stable one: run w.

***

Run w
Formula: C6H15NO
Source: OMol25
Level of theory: ωB97M-V with the def2-TZVPD basis set

Atoms and positions in Å:
1 C -0.477 -2.587 0.865
2 C 0.436 -1.811 -0.074
3 N 0.257 -0.368 0.037
4 C 1.366 0.190 0.915
5 C 0.879 1.484 1.632
6 C 0.228 0.351 -1.270
7 C -1.207 0.799 -1.590
8 O -1.526 1.970 -0.818
9 H -0.612 -2.122 1.829
10 H -1.446 -2.791 0.375
11 H -0.003 -3.548 1.107
12 H 1.453 -2.115 0.180
13 H 0.291 -2.037 -1.138
14 H 2.269 0.328 0.318
15 H 1.466 -0.555 1.700
16 H -0.192 1.398 1.519
17 H 1.205 2.361 1.079
18 H 1.083 1.563 2.689
19 H 0.690 1.347 -1.166
20 H 0.643 -0.254 -2.126
21 H -1.914 0.026 -1.298
22 H -1.245 1.141 -2.622
23 H -1.615 1.642 0.074

The total charge is 0. As for the SMILES: CCN(CC)CCO. For the lowest unoccupied orbital energy, the calculation gives 1.115 eV.

Just the Löwdin charges please, in e? Sure, here they are: atom 1 (C): -0.09, atom 2 (C): -0.28, atom 3 (N): -0.18, atom 4 (C): -0.21, atom 5 (C): -0.07, atom 6 (C): -0.18, atom 7 (C): -0.23, atom 8 (O): -0.08, atom 9 (H): 0.06, atom 10 (H): 0.08, atom 11 (H): 0.07, atom 12 (H): 0.10, atom 13 (H): 0.11, atom 14 (H): 0.11, atom 15 (H): 0.10, atom 16 (H): 0.05, atom 17 (H): 0.07, atom 18 (H): 0.06, atom 19 (H): 0.12, atom 20 (H): 0.13, atom 21 (H): 0.11, atom 22 (H): 0.11, atom 23 (H): 0.05

***

Run x
Formula: C6H15NO
Source: OMol25
Level of theory: ωB97M-V with the def2-TZVPD basis set

Atoms and positions in Å:
1 C -2.090 -1.005 -1.018
2 C -2.105 0.251 -0.590
3 C -2.449 1.463 -1.392
4 C -1.866 -2.237 -0.207
5 H -2.411 -1.181 -2.044
6 H -1.820 0.452 0.443
7 H -3.373 1.926 -1.048
8 H -1.642 2.194 -1.309
9 H -2.562 1.246 -2.455
10 H -1.497 -1.996 0.792
11 H -1.111 -2.879 -0.668
12 H -2.788 -2.810 -0.116
13 C 2.731 1.100 0.487
14 O 4.016 0.882 -0.056
15 C 2.358 -0.157 1.247
16 N 0.946 -0.026 1.648
17 H 2.722 1.945 1.177
18 H 1.984 1.294 -0.289
19 H 4.422 1.683 -0.359
20 H 2.548 -1.049 0.644
21 H 2.968 -0.257 2.144
22 H 0.639 -0.832 2.165
23 H 0.380 -0.009 0.804

The total charge is 0. As for the SMILES: C/C=C/C.NCCO. For the lowest unoccupied orbital energy, the calculation gives 0.978 eV.

Just the Löwdin charges please, in e? Sure, here they are: atom 1 (C): -0.19, atom 2 (C): -0.20, atom 3 (C): -0.11, atom 4 (C): -0.11, atom 5 (H): 0.10, atom 6 (H): 0.10, atom 7 (H): 0.07, atom 8 (H): 0.07, atom 9 (H): 0.07, atom 10 (H): 0.06, atom 11 (H): 0.07, atom 12 (H): 0.07, atom 13 (C): -0.28, atom 14 (O): -0.06, atom 15 (C): -0.27, atom 16 (N): 0.00, atom 17 (H): 0.12, atom 18 (H): 0.11, atom 19 (H): 0.07, atom 20 (H): 0.11, atom 21 (H): 0.11, atom 22 (H): 0.05, atom 23 (H): 0.03

***

Most stable one: run x, least stable one: run w.